(1)
{"formula": "CH13N8P3", "method": "ωB97M-V/def2-TZVPD", "species": ["C", "N", "N", "N", "N", "N", "N", "N", "N", "P", "P", "P", "H", "H", "H", "H", "H", "H", "H", "H", "H", "H", "H", "H", "H"], "coordinates": [[-4.54, 0.54, -0.47], [1.97, 1.34, 0.24], [-0.69, 0.37, 0.37], [1.50, -1.28, 0.92], [-0.10, 3.03, 0.19], [2.94, -0.76, -1.26], [4.04, 0.07, 0.91], [-0.06, -1.74, -1.23], [-0.86, -2.05, 1.49], [0.42, 1.47, 0.24], [2.53, -0.23, 0.30], [0.04, -1.27, 0.25], [-4.32, 0.63, -1.47], [-5.22, -0.27, -0.15], [-3.60, 0.45, 0.10], [-1.07, 3.19, 0.19], [0.43, 3.68, -0.32], [2.15, -0.78, -1.91], [3.85, -0.46, -1.68], [4.32, 0.14, 1.90], [4.53, -0.77, 0.53], [-5.16, 1.46, -0.36], [-1.04, -1.67, -1.47], [-0.31, -2.83, 1.58], [-1.75, -2.26, 1.11]], "mulliken_charge": [-0.975, -0.402, -0.184, -0.468, -0.421, -0.558, -0.606, -0.773, -0.632, 0.374, 0.602, 0.705, 0.286, 0.259, 0.159, 0.253, 0.264, 0.268, 0.236, 0.279, 0.282, 0.281, 0.208, 0.283, 0.281], "largest_force_ev_per_a": 3.91, "multiplicity": 1, "e_above_lowest_kj_mol": 128.4}


(2)
{"formula": "CH13NO4", "method": "ωB97M-V/def2-TZVPD", "species": ["C", "N", "H", "H", "H", "H", "H", "O", "H", "H", "O", "H", "H", "O", "H", "H", "O", "H", "H"], "coordinates": [[-0.27, 0.13, 2.48], [0.94, -0.46, 1.85], [-0.72, 0.95, 1.88], [0.16, 0.57, 3.41], [-1.11, -0.51, 2.60], [0.79, -1.05, 1.05], [1.62, 0.22, 1.57], [0.66, -0.53, -1.85], [0.40, -1.10, -2.58], [0.65, -1.15, -1.12], [-0.16, -2.96, -0.11], [-0.54, -2.82, 0.76], [-0.78, -2.71, -0.80], [0.97, 3.22, -0.85], [0.78, 2.43, -0.35], [0.82, 2.96, -1.77], [-1.53, 0.88, -1.75], [-0.59, 0.92, -1.90], [-2.10, 1.01, -2.51]], "mulliken_charge": [-0.665, -0.526, 0.227, 0.296, 0.285, 0.136, 0.254, -0.609, 0.318, 0.317, -0.696, 0.335, 0.332, -0.617, 0.312, 0.314, -0.595, 0.306, 0.276], "largest_force_ev_per_a": 2.56, "multiplicity": 1, "smiles": "CN.O.O.O.O", "e_above_lowest_kj_mol": 129.8}